Record 1
# C30H35N5O2PtTe

A structure of composition C30H35N5O2PtTe at a distorted geometry (wB97M-V/def2-TZVPD, OMol25).

Values from the calculation:
Max |F|: 1.79 eV/Å
Molecular weight: 820.3 g mol⁻¹
HOMO level: -6.97 eV

```
74
Properties=species:S:1:pos:R:3:forces:R:3:mulliken_charge:R:1
Pt -0.000188 -0.116221 0.683583 -1.6 0.7 -0.1 -0.14
Te 2.787995 -0.914831 1.524307 0.6 -0.2 0.1 0.52
O 0.366197 3.441013 2.725900 -0.2 0.0 -0.1 -0.74
O -1.332835 -3.359591 2.886270 -0.1 0.1 -0.1 -0.75
N -0.062479 -0.054575 -1.349385 0.2 -0.4 -0.6 0.66
N 0.089129 1.950091 0.975372 0.7 0.1 -0.2 0.16
N -0.354387 0.008233 2.581611 -0.2 -0.2 0.9 0.94
N -0.779108 -2.029037 1.067394 0.5 -0.3 -0.4 0.23
N -0.847386 0.861982 -1.954474 0.0 0.0 0.1 0.71
C -0.127811 -4.184916 0.062886 0.0 -0.1 0.1 1.15
C -2.111859 -3.848729 -1.862156 0.0 0.0 0.0 -0.80
C 0.358405 -0.876852 -2.311243 -0.1 0.1 0.1 0.54
C 0.933473 -4.405780 1.102557 0.0 0.0 0.0 -1.59
C 1.256900 -2.029221 -2.032476 0.0 0.0 -0.1 -1.28
C -0.540019 1.329590 4.521973 0.1 0.0 0.1 -0.86
C 0.078245 2.976015 -0.010451 -0.1 -0.1 0.1 -2.12
C 1.140168 3.144636 -0.902453 0.1 0.0 0.0 1.83
C -0.234469 1.192769 3.183316 0.0 0.0 0.1 0.41
C -0.309805 -5.126309 -0.944966 0.0 0.0 0.0 -0.87
C 3.109070 0.826456 2.695627 0.0 0.1 0.0 -1.07
C 4.216820 -0.420103 0.019110 0.1 -0.1 0.0 -1.07
C -0.989799 0.213203 5.217668 0.0 0.0 0.0 -0.53
C -0.799103 -1.075134 3.223995 0.0 0.0 0.0 0.41
C 1.017095 4.076374 -1.926748 0.0 0.0 0.0 -1.05
C -0.172230 -0.459407 -3.544574 0.1 0.0 0.0 -1.18
C -1.084621 3.751277 -0.132070 -0.1 0.0 -0.1 2.02
C -1.167159 4.687355 -1.160149 0.0 0.0 0.0 -0.99
C -0.959344 -3.058129 0.093604 -0.1 0.1 0.2 -0.34
C -1.287841 -4.960723 -1.912707 0.0 0.0 0.0 -0.95
C -2.234607 3.564234 0.820562 0.0 0.0 0.0 -1.51
C -1.738332 1.551517 -4.152632 0.0 0.0 0.0 -1.33
C -2.936077 -1.740652 -0.794365 0.0 0.0 0.0 -1.31
C -1.969193 -2.893638 -0.859980 -0.1 0.0 -0.1 1.20
C 0.132447 2.327074 2.269580 0.0 0.1 0.0 0.00
C -0.125889 4.850446 -2.059238 0.0 0.0 0.0 -0.99
C -0.986239 -2.303335 2.366847 0.0 0.0 0.0 0.24
C 2.409318 2.362329 -0.745033 0.0 0.0 0.0 -0.50
C -1.128809 -1.003450 4.561860 0.0 0.0 0.1 -0.50
C -0.926378 0.660346 -3.276249 -0.1 0.0 -0.1 0.73
H -1.417599 -5.702821 -2.690392 0.0 0.0 0.0 0.39
H 3.720604 -0.329916 -0.943101 0.0 0.0 0.0 0.22
H 1.625114 -5.187355 0.786943 0.0 0.0 0.0 0.45
H -2.895476 -3.720013 -2.600341 0.0 0.0 0.0 0.42
H 2.512737 0.732752 3.601722 0.0 0.0 0.0 0.35
H -2.463110 -0.833662 -0.424531 0.0 0.0 0.0 -0.10
H 2.223637 -1.885513 -2.520259 0.0 0.0 0.0 0.44
H -1.971847 3.929965 1.815354 0.0 0.0 0.0 0.33
H -1.490145 2.599321 -3.977111 0.0 0.0 0.0 0.27
H -3.113324 4.107362 0.475177 0.0 0.0 0.0 0.47
H 1.838895 4.202579 -2.622280 0.0 0.0 0.0 0.43
H -1.251258 0.297246 6.264362 0.0 0.0 0.0 0.44
H -1.499001 -1.896947 5.044509 0.0 0.0 0.0 0.57
H 2.974250 2.726756 0.116974 0.0 0.0 0.0 0.30
H 0.329354 -6.001870 -0.963843 0.0 0.0 0.0 0.38
H -2.491804 2.506654 0.925099 0.0 0.0 0.0 0.19
H 4.669374 0.531102 0.290508 0.0 0.0 0.0 0.34
H -0.423218 2.303110 4.976866 0.0 0.0 0.0 0.57
H -2.803979 1.418358 -3.959603 0.0 0.0 0.0 0.27
H 2.793611 1.708916 2.144260 0.0 0.0 0.0 0.21
H -3.364560 -1.546412 -1.778940 0.0 0.0 0.0 0.43
H -1.549957 1.316630 -5.197471 0.0 0.0 0.0 0.39
H -0.197469 5.586193 -2.850449 0.0 0.0 0.0 0.41
H 4.160153 0.885596 2.964461 0.0 0.0 0.0 0.48
H 3.039512 2.461692 -1.629369 0.0 0.0 0.0 0.46
H -1.220270 1.631256 -1.417164 0.0 0.0 0.0 -0.09
H -0.004075 -0.911088 -4.507473 0.0 0.0 0.0 0.54
H 2.203165 1.308327 -0.571136 0.0 -0.1 0.0 -0.46
H 0.478784 -4.695684 2.050748 0.0 0.0 0.0 0.33
H 1.412168 -2.137965 -0.962087 0.0 0.0 0.0 -0.15
H 1.504406 -3.498250 1.292589 0.0 0.0 0.0 0.02
H 0.817345 -2.954545 -2.406240 0.0 0.0 0.0 0.26
H -2.060183 5.295761 -1.246464 0.0 0.0 0.0 0.42
H 4.981137 -1.191189 -0.024833 0.0 0.0 0.0 0.40
H -3.756292 -1.970648 -0.109126 0.0 0.0 0.0 0.37
```
Forces are in eV/Å.

Record 2
# C30H35N6O2P

A cluster of 6 separate species, C30H35N6O2P in total at a distorted geometry (wB97M-V/def2-TZVPD, OMol25).

Values from the calculation:
SMILES: CP(C)c1cccc2c1C(=O)NC2=O.c1cc[nH]c1.c1cc[nH]c1.c1cc[nH]c1.c1cc[nH]c1.c1cc[nH]c1
Max |F|: 2.84 eV/Å
Molecular weight: 542.6 g mol⁻¹
HOMO level: -7.95 eV

```
74
Properties=species:S:1:pos:R:3:forces:R:3:mulliken_charge:R:1
P 1.243790 -3.475734 -2.033913 -0.1 -1.4 0.5 0.22
O -0.892768 -5.699506 -1.314373 -0.8 -0.2 -0.3 -0.46
O -5.132767 -3.936140 -1.523191 0.4 0.4 -0.5 -0.52
N 3.403131 -1.695775 3.004044 -0.1 -0.1 0.3 0.02
N -6.635391 -0.255933 -3.222843 0.0 0.1 -0.1 0.06
N -3.163318 -5.155341 -1.787819 0.4 -0.6 0.0 -0.20
N -2.823679 3.941695 -2.458231 0.1 0.0 0.0 0.06
N 4.570471 1.404683 -0.158100 0.0 0.0 0.0 0.00
N 4.425728 3.127796 6.890305 0.0 -0.1 0.1 0.00
C 2.961457 0.876929 1.275333 0.0 -0.1 0.0 0.48
C -0.585896 -1.169107 -2.489138 -1.9 -1.1 0.3 -0.38
C -3.961756 -3.941996 -1.773196 1.6 0.2 -0.5 0.27
C -7.908366 1.124309 -4.399333 0.0 -0.1 -0.1 -0.50
C 4.177764 0.483361 0.777101 -0.1 0.0 0.0 -0.71
C 2.609707 2.084656 0.618561 0.1 0.1 -0.1 -1.09
C 2.150542 -0.716673 4.549930 0.2 0.1 0.0 0.12
C -0.394187 -2.590179 -2.168228 -2.1 1.1 -0.3 0.40
C 2.151180 -2.241283 2.897574 0.0 0.0 -0.1 -0.62
C -0.722459 4.068015 -1.763940 0.0 -0.1 0.1 0.00
C -3.156561 -1.398225 -2.419876 2.2 -1.2 0.5 -0.15
C 3.412201 -0.769256 4.012356 0.1 -0.1 0.1 -0.71
C -1.939509 -0.591697 -2.607290 -0.2 -1.6 0.2 -0.45
C 4.086459 1.949073 6.283248 0.0 0.0 -0.1 -0.50
C 2.553193 -2.415098 -1.204864 0.5 0.1 -0.7 -0.94
C -1.985274 3.667286 -1.410874 -0.1 -0.1 0.0 -0.72
C 1.782528 -3.736328 -3.837127 -0.8 1.5 0.2 -1.11
C -7.334147 1.844970 -3.320592 0.1 0.1 0.1 -0.50
C 1.351137 -1.651192 3.841921 0.0 -0.1 -0.1 -0.86
C -1.746328 -4.928708 -1.627911 -0.7 2.6 -0.7 0.09
C -2.954470 -2.796450 -2.077112 1.5 0.1 0.1 0.29
C -1.619931 -3.402227 -1.959713 0.4 2.4 -0.3 -0.02
C 4.018995 0.978805 7.251755 0.0 0.0 -0.2 0.02
C 4.323860 1.598156 8.491252 0.0 0.1 0.1 -0.85
C -0.802404 4.610752 -3.072663 -0.1 0.0 -0.1 -0.65
C 3.622695 2.386237 -0.256297 0.0 0.0 -0.1 -0.52
C -6.551803 0.967870 -2.614333 0.1 0.0 0.1 -0.40
C 4.567370 2.923527 8.236784 0.0 0.0 0.0 -0.46
C -2.111016 4.521487 -3.472961 0.0 0.0 -0.1 -0.43
C -7.456167 -0.167193 -4.314353 0.0 -0.1 0.0 -0.44
H 2.154980 -1.696754 -0.445652 0.3 -0.4 -0.8 0.18
H -2.359412 3.210371 -0.508657 0.1 0.0 0.0 0.38
H 0.828049 -3.934325 -4.404399 1.1 -0.1 0.5 0.33
H 3.247547 -3.128250 -0.673698 -0.8 0.6 -0.5 0.37
H 3.749725 3.211034 -0.939163 0.0 0.0 0.0 0.42
H 5.422845 1.365878 -0.689041 -0.1 0.0 0.1 0.18
H 1.714839 2.667581 0.771301 0.0 0.0 0.0 0.44
H -3.330374 -5.786428 -2.575863 -0.5 -0.1 0.8 0.29
H 2.524725 -4.561956 -3.927340 -0.6 0.7 0.1 0.34
H 4.795930 -0.369424 1.003953 0.0 0.1 -0.1 0.30
H 0.317092 -0.525475 -2.643053 -1.1 -0.6 0.1 0.43
H 0.160769 3.982279 -1.150408 -0.1 0.0 0.0 0.41
H -2.090339 0.482868 -2.882655 0.4 -1.1 0.3 0.43
H 4.359915 1.125499 9.460221 0.0 0.0 -0.1 0.38
H 2.155099 -2.743351 -4.213984 0.0 -1.1 0.0 0.35
H -7.478192 2.888819 -3.088896 0.0 -0.1 0.0 0.41
H 3.776404 -0.059714 7.088017 0.0 0.1 0.0 0.45
H -7.647768 -1.028858 -4.933143 0.0 0.1 0.0 0.38
H 0.307245 -1.867136 4.007076 0.1 0.0 0.0 0.42
H 4.191698 -1.938644 2.431721 -0.1 0.0 0.1 0.26
H -3.810244 3.748115 -2.478774 0.1 0.0 0.0 0.18
H 1.938863 -2.999211 2.160061 0.0 0.0 0.0 0.49
H 0.007971 5.020892 -3.654691 -0.1 0.0 0.0 0.38
H 1.837227 -0.078929 5.361871 0.0 0.0 0.0 0.47
H 3.924335 1.902560 5.217878 0.0 0.0 0.1 0.40
H 4.550709 4.007288 6.420533 0.0 -0.1 0.0 0.19
H -4.196064 -0.993217 -2.527710 1.4 -0.3 0.1 -0.14
H -6.166772 -1.090726 -2.915599 -0.2 0.0 0.0 0.20
H -2.595245 4.818166 -4.389390 0.1 0.0 0.0 0.39
H 4.312287 -0.228845 4.257897 -0.1 0.0 0.0 0.38
H 3.166215 -1.936676 -2.015188 -0.5 0.1 1.0 0.36
H 2.388550 0.357795 2.026415 0.0 0.1 -0.1 0.52
H -8.576701 1.509617 -5.153148 0.0 0.0 0.0 0.39
H 4.829517 3.736433 8.894716 0.0 -0.1 0.0 0.37
H -5.945468 1.107135 -1.733070 -0.1 0.0 0.0 0.42
```
Forces are in eV/Å.